Record 1
A molecular structure, C41H51N5NaP. Source: OMol25; level of theory: the ωB97M-V functional and the def2-TZVPD basis.

Last column: Löwdin charge in e.
CARTESIAN COORDINATES (ANGSTROEM)
1 Na -0.062 1.273 -0.610  0.22
2 C -1.495 2.009 1.998  -0.18
3 C -0.544 3.146 2.381  -0.10
4 C 0.910 3.071 1.978  -0.26
5 C 1.859 3.808 2.687  -0.02
6 C 3.183 3.774 2.286  -0.06
7 C 3.541 2.983 1.203  -0.06
8 C 2.545 2.258 0.573  -0.13
9 N 1.263 2.323 0.937  0.09
10 N -2.000 1.904 0.616  -0.17
11 C -2.856 0.700 0.524  -0.11
12 C -2.204 -0.554 -0.051  -0.22
13 C -2.933 -1.376 -0.812  0.02
14 C -2.346 -2.608 -1.413  -0.14
15 C -0.408 -3.557 -0.912  -0.12
16 C 0.436 -2.536 -0.116  -0.09
17 N -0.820 -0.802 0.124  0.02
18 C -2.687 3.097 0.151  -0.13
19 C -1.764 4.236 -0.225  -0.27
20 C -2.129 5.551 0.049  -0.03
21 C -1.278 6.579 -0.319  -0.06
22 C -0.082 6.263 -0.945  -0.06
23 C 0.194 4.927 -1.186  -0.12
24 N -0.623 3.933 -0.846  0.12
25 H -2.368 2.101 2.669  0.12
26 H -1.006 1.062 2.230  0.06
27 H -0.561 3.177 3.474  0.12
28 H -0.942 4.117 2.077  0.11
29 H 1.551 4.402 3.539  0.11
30 H 3.932 4.347 2.818  0.11
31 H 4.566 2.911 0.864  0.11
32 H 2.770 1.604 -0.268  0.12
33 H -3.701 0.928 -0.128  0.11
34 H -3.286 0.497 1.516  0.13
35 H -3.962 -1.112 -1.036  0.11
36 H -2.998 -3.004 -2.190  0.14
37 H 0.120 -4.448 -1.248  0.13
38 H 1.482 -2.787 0.002  0.11
39 H -3.428 3.466 0.881  0.13
40 H -3.244 2.830 -0.751  0.13
41 H -3.063 5.755 0.558  0.11
42 H -1.539 7.610 -0.113  0.11
43 H 0.623 7.027 -1.245  0.10
44 H 1.116 4.638 -1.682  0.12
45 C 3.093 -2.675 2.160  -0.12
46 C 2.471 -1.281 2.025  -0.55
47 C 3.277 -0.326 2.917  -0.14
48 P 0.672 -1.066 2.458  1.15
49 C 0.584 -2.180 3.963  -0.55
50 C -0.499 -1.706 4.939  -0.14
51 C 0.542 -3.708 3.777  -0.11
52 C -0.311 -1.888 1.075  -0.41
53 C -1.415 -2.697 1.694  -0.04
54 C -2.144 -3.568 1.006  -0.24
55 C -3.294 -4.313 1.612  -0.04
56 C -1.869 -3.768 -0.442  -0.14
57 C -0.882 -2.447 -1.886  -0.09
58 C -0.048 -1.395 -1.105  -0.36
59 N 0.665 -0.423 -1.797  0.03
60 C 0.700 -0.470 -3.189  -0.25
61 C 1.518 -1.389 -3.876  -0.22
62 C 2.327 -2.372 -3.079  -0.04
63 C 1.577 -1.383 -5.266  -0.02
64 C 0.846 -0.483 -6.028  -0.29
65 C 0.922 -0.483 -7.533  -0.07
66 C 0.039 0.424 -5.351  -0.03
67 C -0.044 0.451 -3.964  -0.19
68 C -0.977 1.428 -3.298  -0.04
69 H 4.108 -2.674 1.755  0.08
70 H 2.536 -3.464 1.661  0.05
71 H 3.165 -2.955 3.214  0.07
72 H 2.548 -0.932 0.988  0.10
73 H 3.268 -0.661 3.958  0.07
74 H 2.879 0.688 2.895  0.04
75 H 4.324 -0.296 2.600  0.08
76 H 1.533 -1.929 4.447  0.08
77 H -1.504 -1.817 4.525  0.06
78 H -0.367 -0.651 5.187  0.06
79 H -0.463 -2.285 5.866  0.08
80 H -0.462 -4.093 3.960  0.07
81 H 1.214 -4.204 4.482  0.08
82 H 0.821 -4.023 2.773  0.06
83 H -1.671 -2.530 2.735  0.08
84 H -3.434 -4.052 2.663  0.08
85 H -3.149 -5.395 1.539  0.08
86 H -4.222 -4.083 1.078  0.08
87 H -2.271 -4.727 -0.775  0.14
88 H -0.708 -2.475 -2.959  0.14
89 H 2.703 -1.887 -2.173  0.07
90 H 3.160 -2.768 -3.663  0.07
91 H 1.724 -3.224 -2.748  0.07
92 H 2.219 -2.103 -5.769  0.11
93 H 1.498 -1.337 -7.894  0.07
94 H 1.401 0.422 -7.916  0.07
95 H -0.071 -0.538 -7.986  0.07
96 H -0.557 1.131 -5.926  0.11
97 H -1.665 1.870 -4.022  0.08
98 H -0.480 2.267 -2.802  0.06
99 H -1.590 0.917 -2.543  0.07

Forces on atoms 1 to 6 (eV/Å):
0.03 0.56 -0.06
-0.07 -0.05 -0.06
-0.04 0.01 0.08
0.08 0.01 -0.11
-0.01 0.01 -0.03
-0.01 0.00 0.03

The value obtained for the total energy is -64499.065 eV. The highest occupied orbital energy is -6.12 eV. The strongest force on any atom comes out at 0.6 eV Å⁻¹. For the relative energy (zero: lowest compared OMol25 entry of this formula, charge and spin), the calculation gives 0.0 kcal/mol. The orbital gap is 6.2670 eV.

=====

Record 2
A molecular structure, C41H52As3F5N3O3SSn. Source: OMol25; level of theory: the ωB97M-V functional and the def2-TZVPD basis.

Last column: Löwdin charge in e.
CARTESIAN COORDINATES (ANGSTROEM)
1 Sn 0.226 1.316 0.209  1.12
2 C -0.558 4.463 -2.445  -0.04
3 C -0.968 3.290 -3.296  -0.19
4 C -2.047 3.389 -4.168  -0.06
5 C -2.423 2.322 -4.975  -0.10
6 C -1.686 1.151 -4.930  -0.07
7 C -0.598 1.023 -4.069  -0.21
8 C 0.254 -0.218 -4.103  -0.05
9 C -0.256 2.079 -3.215  -0.22
10 N 0.763 1.906 -2.249  -0.01
11 C 1.969 2.376 -2.523  -0.53
12 O 2.406 2.879 -3.573  0.00
13 C 2.943 2.234 -1.364  -0.20
14 C 4.260 2.632 -1.527  0.00
15 C 5.146 2.464 -0.475  -0.04
16 C 4.695 1.909 0.714  0.01
17 C 3.361 1.559 0.816  -0.19
18 N 2.513 1.720 -0.204  0.03
19 C 2.824 1.027 2.126  -0.53
20 O 3.630 0.890 3.052  0.02
21 N 1.511 0.779 2.130  -0.04
22 C 0.932 0.579 3.423  -0.22
23 C 0.874 1.659 4.320  -0.23
24 C 1.505 2.986 3.984  -0.04
25 C 0.207 1.504 5.528  -0.06
26 C -0.389 0.300 5.871  -0.09
27 C -0.273 -0.777 5.009  -0.06
28 C 0.400 -0.659 3.796  -0.20
29 C 0.597 -1.887 2.946  -0.07
30 H -1.246 5.300 -2.583  0.08
31 H 0.453 4.788 -2.712  0.09
32 H -0.547 4.185 -1.389  0.04
33 H -2.606 4.321 -4.206  0.10
34 H -3.278 2.410 -5.636  0.09
35 H -1.949 0.314 -5.572  0.10
36 H -0.307 -1.070 -4.489  0.07
37 H 0.635 -0.446 -3.110  0.01
38 H 1.120 -0.063 -4.758  0.09
39 H 4.541 3.056 -2.481  0.12
40 H 6.182 2.764 -0.577  0.11
41 H 5.331 1.751 1.574  0.12
42 H 1.339 3.252 2.937  0.05
43 H 2.586 2.945 4.143  0.08
44 H 1.085 3.775 4.611  0.08
45 H 0.129 2.357 6.195  0.10
46 H -0.942 0.206 6.799  0.09
47 H -0.711 -1.736 5.275  0.10
48 H -0.287 -2.526 2.976  0.07
49 H 1.449 -2.468 3.318  0.09
50 H 0.792 -1.614 1.916  -0.01
51 C -3.348 -2.658 0.799  -0.33
52 As -1.899 -1.594 -0.006  1.07
53 C -3.084 -0.443 -1.063  -0.31
54 C -1.444 -2.787 -1.528  -0.37
55 C -0.289 -3.814 -1.411  -0.67
56 C -0.550 -4.857 -2.518  -0.11
57 C 1.104 -3.207 -1.712  -0.34
58 As 1.714 -1.570 -0.768  1.11
59 C 2.941 -2.391 0.528  -0.30
60 C 3.138 -1.120 -2.043  -0.30
61 C -0.338 -4.469 -0.007  -0.38
62 As 0.455 -6.265 0.234  1.12
63 C -0.365 -6.566 1.992  -0.36
64 C 2.226 -5.815 0.948  -0.35
65 H -2.956 -3.454 1.432  0.00
66 H -3.995 -3.088 0.032  0.02
67 H -3.932 -1.983 1.425  0.01
68 H -3.749 -1.035 -1.697  0.03
69 H -2.491 0.224 -1.690  0.01
70 H -3.683 0.170 -0.386  0.01
71 H -1.245 -2.118 -2.367  0.06
72 H -2.365 -3.328 -1.765  0.07
73 H -0.740 -4.349 -3.469  0.08
74 H -1.424 -5.470 -2.274  0.08
75 H 0.301 -5.525 -2.652  0.06
76 H 1.141 -2.946 -2.773  0.07
77 H 1.873 -3.968 -1.552  0.06
78 H 3.752 -2.895 -0.001  0.03
79 H 2.422 -3.105 1.160  -0.02
80 H 3.358 -1.611 1.170  0.02
81 H 3.546 -2.025 -2.496  0.03
82 H 3.935 -0.613 -1.494  0.02
83 H 2.777 -0.450 -2.825  0.01
84 H -1.387 -4.621 0.257  0.05
85 H 0.076 -3.783 0.739  0.05
86 H -1.425 -6.789 1.873  0.01
87 H -0.254 -5.687 2.632  0.02
88 H 0.113 -7.419 2.473  0.01
89 H 2.862 -5.383 0.177  0.00
90 H 2.694 -6.735 1.299  0.01
91 H 2.151 -5.117 1.784  0.01
92 F -7.028 3.309 -0.089  0.11
93 C -5.797 3.138 0.402  -0.16
94 C -5.539 2.133 1.308  -0.16
95 F -6.536 1.331 1.694  0.11
96 C -4.264 1.956 1.807  -0.27
97 F -4.076 0.950 2.658  0.08
98 C -3.195 2.784 1.456  -0.55
99 S -1.617 2.603 2.157  0.61
100 C -3.500 3.774 0.521  -0.24
101 F -2.540 4.606 0.103  0.07
102 C -4.766 3.961 0.006  -0.16
103 F -5.007 4.937 -0.873  0.11
104 C 1.388 5.024 0.440  -0.11
105 O 0.666 3.812 0.630  -0.34
106 H 1.821 5.379 1.379  0.08
107 H 0.752 5.805 0.021  0.08
108 H 2.194 4.821 -0.265  0.08
109 H -0.157 3.940 1.151  -0.04

Forces on atoms 1 to 6 (eV/Å):
0.13 -0.19 -0.07
0.03 -0.12 -0.04
-0.04 -0.03 0.09
0.00 -0.01 0.03
0.04 0.04 0.05
0.03 -0.03 0.05

The value obtained for the total energy is -266747.282 eV. The highest occupied orbital energy is -4.51 eV. The strongest force on any atom comes out at 0.5 eV Å⁻¹. For the relative energy (zero: lowest compared OMol25 entry of this formula, charge and spin), the calculation gives 0.0 kcal/mol. The orbital gap is 6.8241 eV. As for the net charge: -1.